Entry from the Open Molecules 2025 dataset: an isolated molecule of C3H5N3S2 (ωB97M-V with the def2-TZVPD basis set).

Output
- DFT total energy (Ha) = -1077.91365
- E_LUMO (eV) = 0.4
- Kohn-Sham gap (hartree) = 0.349
- ΔE to the lowest compared entry with this formula, charge and spin (eV) = 1.1816
- SMILES string = SCc1nc(S)n[nH]1
- HOMO level (eV) = -9.067

```
! RIJCOSX wB97M-V def2-TZVPD def2/J DEFGRID3
* xyz 0 1
S 1.6951 -1.7118 -1.4813
C 0.8832 0.0247 -1.3087
C 0.0575 -0.0029 -0.1623
N -0.8052 1.0227 0.0924
C -1.3241 0.6029 1.3392
S -2.7868 1.3970 1.9488
N -0.7936 -0.5052 1.7618
N 0.2015 -0.7713 0.8566
H 3.0821 -1.5897 -1.3879
H 0.3499 0.1121 -2.3555
H 1.6422 0.7139 -1.2425
H -3.0112 2.2411 1.0042
H 0.8094 -1.5336 0.9353
*
```

Entry from the Open Molecules 2025 dataset: an isolated molecule of C3H5N3S2 (ωB97M-V with the def2-TZVPD basis set).

Output
- DFT total energy (Ha) = -1077.87420
- E_LUMO (eV) = 0.4
- Kohn-Sham gap (hartree) = 0.362
- ΔE to the lowest compared entry with this formula, charge and spin (eV) = 2.2549
- SMILES string = CSn1ncnc1S
- HOMO level (eV) = -9.445

```
! RIJCOSX wB97M-V def2-TZVPD def2/J DEFGRID3
* xyz 0 1
C 1.8587 -0.3991 0.6545
S 1.2777 -0.4377 -1.0424
N -0.1827 0.3021 -0.8126
N -0.1760 1.6914 -0.5116
C -1.3901 1.8359 -0.0713
N -2.2317 0.6399 -0.2269
C -1.3936 -0.2389 -0.4906
S -1.5971 -2.0199 -0.2852
H 1.1156 -0.7751 1.3776
H 2.3263 0.6165 0.9669
H 2.5471 -1.4509 0.9345
H -1.8514 2.7688 0.0391
H -0.3028 -2.5329 -0.5319
*
```

Entry from the Open Molecules 2025 dataset: an isolated molecule of C3H5N3Se (ωB97M-V with the def2-TZVPD basis set).

Output
- DFT total energy (Ha) = -2682.91513
- E_LUMO (eV) = 0.4
- Kohn-Sham gap (hartree) = 0.306
- ΔE to the lowest compared entry with this formula, charge and spin (eV) = 1.7758
- SMILES string = Cc1nnc([SeH])[nH]1
- HOMO level (eV) = -7.937

```
! RIJCOSX wB97M-V def2-TZVPD def2/J DEFGRID3
* xyz 0 1
C 0.6697 -0.0294 -2.0262
C 0.0457 -0.2568 -0.6444
N -1.1049 -0.8834 -0.4899
N -1.5007 -0.8461 0.7281
C -0.4115 0.1238 1.5041
Se -0.1256 0.5587 3.3430
N 0.4564 0.4001 0.5387
H 1.3050 -0.7494 -2.4630
H -0.2419 -0.0227 -2.6430
H 1.0429 0.9524 -2.2676
H -1.5106 0.1142 3.6754
H 1.3755 0.6387 0.7448
*
```

Entry from the Open Molecules 2025 dataset: the ion C3H5N4OS with charge +1 (ωB97M-V with the def2-TZVPD basis set).

Output
- DFT total energy (Ha) = -809.41870
- E_LUMO (eV) = -4.7
- Kohn-Sham gap (hartree) = 0.312
- ΔE to the lowest compared entry with this formula, charge and spin (eV) = 0.0000
- HOMO level (eV) = -13.230

```
! RIJCOSX wB97M-V def2-TZVPD def2/J DEFGRID3
* xyz 1 1
C 0.1196 1.1169 0.2059
C 0.5642 -2.4929 0.3413
C -0.5316 -0.5473 -1.3848
N -0.8252 0.5897 -0.7121
N 1.6466 -2.7834 0.6740
N -0.2195 3.3034 1.0632
N -0.3646 2.1025 0.9756
O 1.1507 0.5238 0.4369
S -0.8969 -2.2455 -0.2535
H -1.1886 -0.7719 -2.2178
H 0.5283 -0.6670 -1.5909
H -1.7720 0.9419 -0.7023
H 2.4633 -2.7527 1.2494
H -0.6740 3.6825 1.9150
*
```

F_max? In order: 0.1099 0.0903 0.1071 0.0546 hartree/bohr.